{
  "formula": "C29H80N7O8",
  "method": "ωB97M-V with the def2-TZVPD basis set",
  "de_lowest_kj_mol": 0.0,
  "homo_lumo_gap_ev": 4.940,
  "charge": -1,
  "species": ["C", "O", "H", "H", "H", "C", "C", "C", "O", "C", "N", "H", "H", "H", "H", "H", "H", "H", "H", "H", "H", "H", "C", "C", "C", "O", "C", "N", "H", "H", "H", "H", "H", "H", "H", "H", "H", "H", "H", "C", "C", "C", "O", "C", "N", "H", "H", "H", "H", "H", "H", "H", "H", "H", "H", "H", "C", "C", "C", "O", "C", "N", "H", "H", "H", "H", "H", "H", "H", "H", "H", "H", "H", "C", "C", "C", "O", "C", "N", "H", "H", "H", "H", "H", "H", "H", "H", "H", "H", "H", "C", "C", "C", "O", "C", "N", "H", "H", "H", "H", "H", "H", "H", "H", "H", "H", "H", "C", "C", "C", "O", "C", "N", "H", "H", "H", "H", "H", "H", "H", "H", "H", "H", "H"],
  "xyz": [[0.36182, -0.89415, -1.30577], [0.65240, -2.22223, -1.44022], [0.50159, -0.64536, -0.25379], [1.05327, -0.28174, -1.88452], [-0.57887, -0.50722, -1.69755], [-3.45276, 1.05508, 0.76004], [-3.21581, -0.32247, 1.41825], [-4.25268, -0.69218, 2.47523], [-5.54478, -1.03575, 1.99656], [-6.39775, -1.44958, 3.03843], [-3.05896, -1.32833, 0.34414], [-3.39773, 1.79244, 1.56090], [-4.45463, 1.20825, 0.35890], [-2.65058, 1.22752, 0.04249], [-2.33124, -0.38038, 2.05250], [-4.39795, 0.20793, 3.07255], [-3.88827, -1.53551, 3.06184], [-6.40727, -0.73907, 3.86497], [-6.17926, -2.44651, 3.42118], [-7.40019, -1.45046, 2.61039], [-3.90109, -1.30476, -0.21296], [-2.31642, -1.11057, -0.30495], [3.42050, -4.30382, 2.99172], [1.99124, -3.88228, 2.70633], [1.53105, -2.70724, 3.58916], [0.10552, -2.46120, 3.36163], [-0.32003, -1.30650, 4.05418], [1.88388, -3.59155, 1.29537], [3.78518, -5.02259, 2.25791], [3.54082, -4.69216, 4.00306], [4.12044, -3.47538, 3.10067], [1.25657, -4.67254, 2.86078], [2.09321, -1.83664, 3.25134], [1.83253, -2.97731, 4.60122], [-1.36132, -1.15178, 3.77156], [0.29038, -0.45286, 3.75959], [-0.27358, -1.39869, 5.13928], [1.26049, -2.80008, 1.22417], [2.72878, -3.06720, 1.11850], [-2.43967, -3.46705, -4.01075], [-2.88374, -2.70369, -2.80675], [-4.36700, -2.20810, -2.93220], [-4.68927, -1.38844, -1.80864], [-6.10808, -1.20240, -1.66119], [-2.70026, -3.59698, -1.64881], [-2.63318, -2.90090, -4.92186], [-2.94821, -4.42241, -4.14025], [-1.35929, -3.60973, -3.98752], [-2.26345, -1.82155, -2.64809], [-4.99790, -3.09198, -3.02620], [-4.48560, -1.61027, -3.83587], [-6.55692, -0.79056, -2.56509], [-6.23848, -0.45007, -0.88332], [-6.60034, -2.13328, -1.37969], [-3.41362, -4.27684, -1.87017], [-3.10259, -3.14901, -0.83792], [2.21218, 6.78277, -0.94588], [1.05411, 6.28601, -0.20250], [0.71794, 4.80630, -0.33712], [0.52465, 4.41014, -1.69490], [-0.06815, 3.08994, -1.75169], [1.21694, 6.83631, 1.13947], [3.16314, 6.49366, -0.49845], [2.14559, 7.85631, -1.12242], [2.19635, 6.33466, -1.93939], [0.18484, 6.76550, -0.65258], [-0.11376, 4.49196, 0.29341], [1.55567, 4.22775, 0.05223], [-0.26679, 2.92576, -2.81079], [-1.00997, 2.99255, -1.21170], [0.71090, 2.39166, -1.44581], [0.60366, 6.30449, 1.74043], [2.16580, 6.73927, 1.47165], [3.77349, 0.39990, 0.77513], [4.81117, -0.73763, 0.83717], [5.39144, -0.82464, 2.24437], [6.40362, -1.83799, 2.37824], [6.87977, -1.92697, 3.70878], [4.17143, -1.98244, 0.48712], [3.01694, 0.46844, 1.55682], [3.28787, 0.38480, -0.20061], [4.27036, 1.36894, 0.72842], [5.61855, -0.55719, 0.12746], [4.60375, -0.89615, 2.99439], [5.90460, 0.12271, 2.40958], [7.82259, -2.47121, 3.76363], [6.17489, -2.37176, 4.41121], [7.13317, -0.95910, 4.14133], [3.93604, -2.07941, -0.49027], [4.86495, -2.71483, 0.53955], [1.04038, -0.24948, -5.23836], [0.46091, -1.65294, -5.02701], [0.05300, -2.32440, -6.35252], [-1.09261, -1.63423, -6.84444], [-1.48954, -1.93721, -8.13940], [1.45127, -2.39511, -4.34219], [1.19592, 0.19546, -4.25554], [0.34105, 0.38143, -5.78699], [1.97392, -0.15265, -5.79265], [-0.43900, -1.65961, -4.41202], [-0.25021, -3.36951, -6.29011], [0.86949, -2.25187, -7.07099], [-0.63573, -1.92411, -8.81685], [-2.16873, -1.12663, -8.40356], [-2.05492, -2.86881, -8.11549], [1.56240, -1.91370, -3.46128], [2.35596, -2.34781, -4.78874], [-0.43691, 1.90373, 2.03885], [0.70471, 2.76719, 2.62698], [0.31673, 3.89208, 3.62504], [-0.59406, 4.72984, 2.90285], [-0.79380, 5.95599, 3.62542], [1.63409, 1.84476, 3.29005], [-1.18601, 2.47876, 1.49454], [-0.88553, 1.39241, 2.89055], [-0.06131, 1.13158, 1.36743], [1.25806, 3.18510, 1.78601], [1.22354, 4.32694, 4.04539], [-0.16948, 3.48433, 4.51129], [0.08806, 6.55650, 3.40226], [-1.01974, 5.80857, 4.68151], [-1.62267, 6.54986, 3.24019], [1.99576, 1.19050, 2.61089], [2.47667, 2.39024, 3.40233]],
  "atomic_forces_ev_per_a": [[1.402, -2.162, -0.043], [-0.433, 0.727, -0.581], [-0.346, 1.060, 0.818], [0.921, 1.051, -0.320], [-1.357, 0.090, 0.053], [0.292, 0.049, 1.639], [-0.365, -0.676, -1.473], [-0.444, -0.054, -0.528], [0.036, -0.097, -0.349], [-0.382, 0.349, -0.628], [-0.715, -0.184, 1.531], [0.252, 0.461, -0.018], [0.080, -0.533, -0.430], [-0.289, 0.150, -0.140], [0.482, 0.645, -0.406], [0.291, 0.059, 0.619], [0.227, 0.007, 0.227], [0.158, 0.145, 0.222], [0.271, -0.136, 0.002], [-0.069, -0.154, 0.064], [0.083, -0.097, 0.055], [0.484, 0.207, 0.215], [0.103, -0.041, 1.339], [-0.840, 0.160, -0.119], [-0.369, -0.666, -1.164], [1.691, -0.460, 0.983], [-0.045, -0.171, -0.496], [0.388, 0.809, 0.134], [-0.038, 0.093, 0.053], [-0.333, -0.766, 0.104], [-0.054, 0.478, -0.870], [0.207, -0.464, 0.629], [0.092, 0.406, 0.161], [-0.633, 0.369, 0.611], [0.032, 0.124, 0.014], [-0.068, 0.244, 0.030], [0.113, -0.219, 0.246], [-1.137, -0.261, -0.745], [0.427, -0.157, -0.648], [0.298, 0.439, -1.185], [-0.700, 0.361, 1.015], [1.467, 0.096, -0.028], [-1.450, -0.471, -0.808], [0.966, 0.379, 0.087], [-0.954, 0.216, -0.666], [-0.080, 0.161, -0.196], [-0.028, -0.170, 0.295], [-0.048, -0.294, 0.282], [0.199, 0.070, -0.124], [-0.399, -0.138, 0.269], [-0.054, 0.108, -0.275], [0.006, -0.131, -0.296], [-0.013, -0.200, 0.178], [-0.046, -0.079, 0.006], [-0.042, -1.015, 0.251], [0.421, 0.278, 0.566], [1.006, -0.325, -2.220], [-1.325, 0.684, 0.097], [1.181, -0.774, -0.032], [-0.978, 0.228, 0.781], [1.038, 0.806, -0.947], [-0.991, -0.670, 0.289], [0.106, 0.145, 0.178], [0.202, 0.034, 0.401], [0.174, -0.051, -0.182], [-0.282, 0.307, 0.046], [-0.422, 0.409, -0.014], [0.477, -0.230, 0.141], [-0.032, -0.126, 0.059], [0.144, 0.116, 0.333], [-0.373, -0.445, 0.297], [0.121, 0.049, 0.308], [0.107, -0.242, -0.010], [0.759, 0.593, -0.952], [-0.618, -0.089, 0.276], [0.898, 0.404, -0.341], [-0.515, 0.005, 0.312], [0.270, 0.280, 0.153], [0.485, -0.905, -0.059], [0.315, -0.734, -0.173], [-0.404, -0.418, 0.091], [0.301, 0.163, 0.402], [0.291, 0.583, 0.049], [-0.168, -0.452, 0.085], [-0.018, 0.391, 0.219], [-0.187, -0.353, -0.450], [-0.312, -0.273, -0.174], [-0.132, 0.521, -0.202], [-0.728, 0.725, -0.321], [0.288, -0.337, 0.635], [-1.448, 0.924, -0.244], [0.393, 0.185, -1.523], [-0.599, 0.430, -0.014], [0.516, 0.869, 0.765], [-0.301, 0.443, 0.527], [0.632, -1.376, 0.598], [0.009, 0.073, 0.038], [-0.227, 0.269, 0.039], [0.191, -0.738, -0.020], [0.063, 0.433, 0.152], [0.405, -0.306, 0.586], [0.271, 0.044, -0.281], [-0.007, -0.343, -0.305], [-0.094, -0.099, -0.346], [0.133, -0.382, -0.562], [-0.086, -0.761, 1.084], [0.085, 0.099, -0.432], [0.161, 0.722, 0.812], [-0.041, -0.745, -0.511], [-0.721, -1.618, -1.301], [0.197, 0.731, 1.242], [0.072, 0.011, -0.813], [0.537, 0.354, 0.484], [0.082, 0.077, 0.208], [-0.360, -0.040, -0.081], [0.253, 0.044, -0.061], [-0.298, 0.649, -0.051], [0.200, 0.850, -0.517], [-0.386, -0.311, 0.015], [0.100, 0.311, 1.004], [0.440, -0.171, 0.138], [-0.216, -0.479, -0.443], [-0.697, -0.405, -0.129], [0.405, 0.246, 0.708]],
  "mulliken_charge": [0.559, -0.890, -0.483, -0.101, 0.040, -1.457, 1.816, -1.325, -0.190, -0.842, -0.468, 0.480, 0.383, 0.197, -0.894, 0.390, 0.539, 0.319, 0.318, 0.231, 0.704, -0.071, -1.507, 0.611, -0.448, -0.306, 0.220, -0.500, 0.404, 0.521, 0.136, 0.313, -0.019, 0.417, -0.121, -0.182, 0.342, 0.019, 0.308, -1.909, 1.835, -1.203, -0.286, -0.871, -0.596, 0.383, 0.500, 0.316, -0.504, 0.342, 0.334, 0.355, 0.209, 0.327, 0.403, 0.261, -1.536, 0.420, -0.237, -0.462, -0.423, -0.687, 0.367, 0.373, 0.354, 0.231, 0.297, -0.002, 0.322, 0.222, 0.168, 0.250, 0.258, -0.316, 0.222, -0.897, -0.383, -0.753, -0.513, -0.719, 0.424, 0.479, 0.349, 0.313, 0.610, 0.265, 0.259, 0.320, 0.128, 0.301, -1.576, 1.724, -1.176, -0.309, -0.831, -0.550, 0.336, 0.327, 0.359, -0.629, 0.404, 0.596, 0.329, 0.253, 0.274, 0.066, 0.285, -0.576, 1.463, -1.052, -0.206, -0.980, -0.693, 0.400, 0.182, -0.226, -0.196, 0.333, 0.359, 0.431, 0.286, 0.287, -0.493, 0.436]
}